Computed, not measured: a molecular structure, C39H30Cl2N4O2Tb, with wB97M-V/def2-TZVPD.

Structure (ORCA input):
```
! RIJCOSX wB97M-V def2-TZVPD def2/J DEFGRID3
* xyz 1 7
Tb -0.265 -0.642 -0.570
C -4.516 -3.163 -2.673
C -3.512 -3.674 -3.489
C -2.191 -3.602 -3.101
C -1.868 -2.999 -1.882
C -2.886 -2.534 -1.030
C -4.203 -2.614 -1.435
N -0.568 -2.755 -1.449
N 0.371 -3.406 -1.980
C 1.650 -3.018 -1.614
C 2.684 -3.923 -1.844
C 3.969 -3.579 -1.478
C 4.188 -2.335 -0.901
C 3.111 -1.484 -0.734
N 1.863 -1.795 -1.084
H -5.547 -3.195 -2.999
H -3.770 -4.125 -4.438
H -1.394 -3.961 -3.738
H -2.623 -2.157 -0.046
H -4.990 -2.261 -0.782
H 2.440 -4.878 -2.288
H 4.792 -4.262 -1.638
H 5.175 -2.027 -0.588
H 3.254 -0.504 -0.297
Cl 0.218 4.506 -5.113
C 1.371 3.760 -4.064
C 2.720 3.814 -4.367
C 3.645 3.209 -3.532
C 3.221 2.515 -2.412
C 1.870 2.465 -2.130
Cl 1.333 1.545 -0.741
C 0.908 3.122 -2.906
N -0.441 3.080 -2.567
C -0.938 3.694 -1.382
C -0.223 4.677 -0.706
C -0.755 5.276 0.424
C -2.009 4.904 0.881
C -2.712 3.907 0.223
C -2.191 3.285 -0.903
C -2.908 2.108 -1.544
C -2.077 0.879 -1.239
O -2.005 0.465 -0.042
O -1.391 0.314 -2.140
H 3.038 4.347 -5.252
H 4.700 3.276 -3.759
H 3.930 2.008 -1.772
H -1.051 3.227 -3.359
H 0.748 4.983 -1.075
H -0.194 6.048 0.933
H -2.436 5.385 1.751
H -3.680 3.594 0.595
H -3.013 2.213 -2.622
H -3.889 1.984 -1.088
C 1.537 1.217 6.526
C 1.354 2.278 5.651
C 1.033 2.034 4.326
C 0.879 0.727 3.857
C 1.057 -0.333 4.746
C 1.386 -0.085 6.070
C 0.567 0.539 2.425
C 0.258 -0.579 1.770
C -0.085 -1.932 2.143
C 0.782 -3.016 1.900
C 0.361 -4.321 2.101
C -0.922 -4.583 2.562
C -1.782 -3.526 2.834
C -1.381 -2.219 2.619
H 1.800 1.405 7.559
H 1.464 3.299 5.996
H 0.892 2.863 3.642
H 0.941 -1.351 4.399
H 1.526 -0.915 6.749
H 0.611 1.479 1.874
H 1.800 -2.815 1.585
H 1.041 -5.141 1.904
H -1.247 -5.605 2.706
H -2.772 -3.725 3.226
H -2.053 -1.393 2.817
*
```

Summary:
LUMO (spin up / spin down)	-3.26 / -4.92	eV
max |F|	3.5	eV Å⁻¹
expectation value of S²	12.6949
energy	-98456.882	eV
HOMO-LUMO gap (spin up / spin down)	5.522 / 5.876	eV